# 1
Entry from OMol25: one molecule with the formula C3H6N2O2 at a distorted geometry (ωB97M-V with the def2-TZVPD basis set).

CARTESIAN COORDINATES (ANGSTROEM)
C -0.95788 -0.41477 -0.20408
O 2.42314 -1.04607 -0.34180
H -2.94389 -0.08266 0.18962
H -1.26244 -1.36009 -0.63701
N 1.24185 -1.32442 -0.20599
H 0.17531 1.68065 -0.28478
C 0.93477 1.02309 0.16571
H 1.92947 1.20111 -0.17314
O 0.73503 -2.38823 -0.14840
N 0.42356 -0.25008 -0.17188
H 0.80198 1.16011 1.23475
H -1.59602 1.38833 0.43859
C -1.90486 0.41304 0.13840

- multiplicity = 1
- frontier orbital gap (eV) = 10.02
- electronic energy (eV) = -10278.881
- HOMO level (eV) = -9.49
- structure (SMILES) = C=CN(C)[N+](=O)[O-]

Here is what natural (NBO) gives for the atomic charges, in e: atom 1 (C): -0.020, atom 2 (O): -0.427, atom 3 (H): 0.239, atom 4 (H): 0.229, atom 5 (N): 0.660, atom 6 (H): 0.209, atom 7 (C): -0.422, atom 8 (H): 0.252, atom 9 (O): -0.379, atom 10 (N): -0.266, atom 11 (H): 0.200, atom 12 (H): 0.200, atom 13 (C): -0.476

---

# 2
Entry from OMol25: one molecule with the formula C3H6N2O2 at a distorted geometry (ωB97M-V with the def2-TZVPD basis set).

CARTESIAN COORDINATES (ANGSTROEM)
H -2.47437 0.79649 -0.44382
O 0.23493 -0.19664 1.46366
H -2.63018 -0.76506 0.25076
H -0.73923 -2.00281 1.09795
O -0.07178 0.77590 -0.73223
N -2.05299 -0.09566 -0.22679
C 1.24930 1.02744 -0.41904
C -0.71255 -0.15851 -0.01166
H 1.45341 1.29197 0.60444
H 2.96975 1.31265 -1.00346
C -0.05881 -1.26862 0.64693
N 2.06113 1.03926 -1.36581
H 0.77140 -1.75639 0.13905

- multiplicity = 1
- frontier orbital gap (eV) = 10.08
- electronic energy (eV) = -10280.985
- HOMO level (eV) = -9.22
- structure (SMILES) = [H]/N=C/O[C@@]1(N)CO1

Here is what natural (NBO) gives for the atomic charges, in e: atom 1 (H): 0.403, atom 2 (O): -0.677, atom 3 (H): 0.400, atom 4 (H): 0.163, atom 5 (O): -0.498, atom 6 (N): -0.780, atom 7 (C): 0.386, atom 8 (C): 0.665, atom 9 (H): 0.193, atom 10 (H): 0.345, atom 11 (C): -0.140, atom 12 (N): -0.634, atom 13 (H): 0.173

---

# 3
Entry from OMol25: one molecule with the formula C3H6N2O2 at a distorted geometry (ωB97M-V with the def2-TZVPD basis set).

CARTESIAN COORDINATES (ANGSTROEM)
H -0.79827 -0.05877 3.46610
C 0.10792 -0.13157 0.31774
H 0.61964 -1.24034 2.21075
N 0.46244 0.00562 -2.14554
O 1.12347 -0.27305 -3.19346
H -0.60285 0.98416 -3.10263
C 0.04802 -0.46150 1.63323
H -0.46456 0.81112 0.27538
O -0.53880 0.93897 -2.21037
C 0.60088 -0.61538 -0.94285
H 1.39191 -1.39179 -0.97143
N -0.79183 0.27558 2.48865
H -1.15797 1.15696 2.17444

- multiplicity = 1
- frontier orbital gap (alpha / beta) (eV) = 7.86 / 7.86
- electronic energy (eV) = -10278.756
- HOMO level (alpha / beta) (eV) = -7.35 / -7.35
- structure (SMILES) = N/C=C/C=[N+](/[O-])O

Here is what natural (NBO) gives for the atomic charges, in e: atom 1 (H): 0.399, atom 2 (C): -0.379, atom 3 (H): 0.198, atom 4 (N): 0.343, atom 5 (O): -0.522, atom 6 (H): 0.478, atom 7 (C): 0.059, atom 8 (H): 0.200, atom 9 (O): -0.519, atom 10 (C): -0.049, atom 11 (H): 0.220, atom 12 (N): -0.823, atom 13 (H): 0.395

---

# 4
Entry from OMol25: a 2-piece molecular cluster, C3H6N2O2 overall at a distorted geometry (ωB97M-V with the def2-TZVPD basis set).

CARTESIAN COORDINATES (ANGSTROEM)
H 2.85818 -1.89145 -0.64206
N 0.38708 -0.16614 -0.17558
O -4.47147 -0.72530 -0.22021
N -3.20818 1.04326 0.54922
H -2.23913 1.26380 0.64343
C -3.31115 -0.07748 0.00113
H 3.46326 -0.57779 0.38424
C 1.38991 -0.68533 0.00001
H 2.43938 -1.88663 1.05050
H -1.53871 -0.38316 -0.24254
H -5.24168 -0.17210 0.05624
C 2.65838 -1.28306 0.21800
O -2.26897 -0.94595 -0.35716

- multiplicity = 3
- frontier orbital gap (alpha / beta) (eV) = 4.38 / 8.56
- electronic energy (eV) = -10276.962
- HOMO level (alpha / beta) (eV) = -3.84 / -10.84

Here is what natural (NBO) gives for the atomic charges, in e: atom 1 (H): 0.260, atom 2 (N): -0.398, atom 3 (O): -0.635, atom 4 (N): -0.454, atom 5 (H): 0.321, atom 6 (C): 0.431, atom 7 (H): 0.262, atom 8 (C): 0.350, atom 9 (H): 0.260, atom 10 (H): 0.483, atom 11 (H): 0.486, atom 12 (C): -0.723, atom 13 (O): -0.641

---

Question: electronic energy of number 4 (C3H6N2O2)?
Answer: -10276.962 eV

---

Question: What is the formula in the first record?
Answer: C3H6N2O2

---

Question: Which of these has the highest electronic energy?
Answer: number 4

---

Question: multiplicity of number 2 (C3H6N2O2)?
Answer: 1